{
  "formula": "C28H31BClF13N3O14PS",
  "method": "the ωB97M-V functional and the def2-TZVPD basis",
  "symbols": ["N", "B", "O", "C", "C", "F", "C", "C", "C", "N", "C", "S", "C", "P", "O", "O", "O", "C", "O", "N", "C", "C", "C", "Cl", "C", "O", "H", "H", "H", "H", "H", "H", "H", "H", "H", "H", "H", "C", "C", "O", "C", "O", "C", "F", "F", "F", "H", "H", "H", "H", "H", "C", "C", "O", "C", "O", "C", "F", "F", "F", "H", "H", "H", "H", "H", "C", "C", "O", "C", "O", "C", "F", "F", "F", "H", "H", "H", "H", "H", "C", "C", "O", "C", "O", "C", "F", "F", "F", "H", "H", "H", "H", "H"],
  "positions_angstrom": [[5.28, 2.77, 5.46], [4.69, 2.88, 4.06], [5.14, 1.87, 3.04], [3.57, 3.97, 3.58], [2.03, 3.37, 3.34], [1.70, 1.94, 3.59], [0.84, 4.37, 2.81], [1.23, 5.94, 2.55], [2.73, 6.54, 2.82], [2.93, 8.03, 2.51], [2.97, 8.19, 1.12], [2.46, 8.50, -0.50], [3.98, 5.56, 3.36], [5.69, 6.34, 3.65], [6.45, 6.30, 2.24], [6.66, 5.57, 4.88], [5.51, 8.03, 4.17], [-0.15, 6.63, 1.99], [-0.22, 7.89, 1.53], [-1.19, 5.53, 2.09], [-2.32, 5.69, 3.08], [-2.58, 7.22, 3.62], [-3.63, 7.09, 4.91], [-5.15, 6.08, 4.54], [-0.74, 4.11, 2.45], [-1.44, 2.96, 2.49], [6.19, 2.23, 5.35], [4.70, 2.13, 6.07], [4.39, 1.86, 2.35], [6.03, 5.33, 5.62], [5.37, 7.92, 5.17], [-3.31, 5.33, 2.51], [-2.18, 4.99, 4.00], [-1.62, 7.75, 4.08], [-3.09, 7.85, 2.77], [-3.00, 6.54, 5.76], [-3.93, 8.16, 5.30], [2.34, -2.77, -0.02], [2.27, -1.84, -1.22], [2.85, -0.57, -0.91], [4.22, -0.49, -1.00], [4.94, -1.43, -1.31], [4.70, 0.93, -0.69], [4.09, 1.47, 0.41], [4.46, 1.79, -1.72], [6.04, 1.00, -0.44], [1.88, -2.30, 0.85], [1.83, -3.71, -0.23], [3.38, -2.99, 0.25], [1.23, -1.66, -1.49], [2.75, -2.28, -2.10], [-2.74, 0.85, 0.97], [-4.05, 0.70, 1.72], [-4.82, -0.38, 1.16], [-4.49, -1.64, 1.58], [-3.59, -1.88, 2.39], [-5.42, -2.68, 0.96], [-5.61, -2.48, -0.38], [-6.65, -2.67, 1.53], [-4.95, -3.96, 1.08], [-2.92, 0.98, -0.11], [-2.18, 1.72, 1.33], [-2.11, -0.03, 1.08], [-4.64, 1.61, 1.60], [-3.88, 0.55, 2.79], [-4.33, -4.88, -1.76], [-5.35, -4.65, -2.86], [-4.86, -5.13, -4.12], [-5.01, -6.47, -4.35], [-5.52, -7.25, -3.55], [-4.49, -6.84, -5.74], [-3.29, -6.26, -6.02], [-5.35, -6.45, -6.72], [-4.31, -8.18, -5.90], [-3.37, -4.44, -2.03], [-4.67, -4.44, -0.82], [-4.16, -5.95, -1.60], [-5.52, -3.57, -2.97], [-6.32, -5.10, -2.61], [0.15, -8.49, -6.83], [0.19, -7.00, -6.57], [1.21, -6.69, -5.61], [2.49, -6.59, -6.08], [2.79, -6.75, -7.26], [3.45, -6.20, -4.96], [3.24, -6.91, -3.82], [3.34, -4.89, -4.62], [4.76, -6.40, -5.29], [0.02, -9.04, -5.89], [-0.67, -8.74, -7.51], [1.08, -8.85, -7.28], [-0.76, -6.67, -6.15], [0.35, -6.43, -7.50]],
  "e_homo_ev": -9.82,
  "charge": 0,
  "e_lumo_ev": -2.7
}


{
  "formula": "C5H13NO",
  "method": "the ωB97M-V functional and the def2-TZVPD basis",
  "symbols": ["C", "O", "C", "C", "C", "C", "N", "H", "H", "H", "H", "H", "H", "H", "H", "H", "H", "H", "H", "H"],
  "positions_angstrom": [[-1.12, -1.81, 1.08], [-1.89, -0.84, 1.98], [0.26, -1.26, 0.71], [0.53, 0.29, 0.74], [-0.32, 0.79, -0.54], [0.56, 0.97, -1.78], [1.55, 1.97, -1.61], [-1.78, -1.85, 0.07], [-1.07, -2.83, 1.47], [-1.93, -1.18, 2.89], [0.38, -1.54, -0.36], [0.88, -1.71, 1.46], [1.63, 0.31, 0.58], [-0.01, 0.65, 1.67], [-0.71, 1.80, -0.27], [-1.13, 0.05, -0.75], [-0.05, 1.19, -2.76], [1.04, -0.09, -1.83], [1.92, 2.29, -0.73], [1.25, 2.80, -2.02]],
  "e_homo_ev": -8.84,
  "smiles": "NCCCCCO",
  "relative_energy_ev": 2.652,
  "charge": 0,
  "e_lumo_ev": 0.9
}


{
  "formula": "C4H12N2O2",
  "method": "the ωB97M-V functional and the def2-TZVPD basis",
  "symbols": ["O", "C", "C", "C", "C", "N", "N", "H", "H", "H", "H", "H", "H", "H", "H", "H", "H", "H", "H", "O"],
  "positions_angstrom": [[1.94, -2.78, -1.35], [1.28, -2.11, -0.61], [1.48, -0.51, -0.49], [0.47, 0.03, -1.51], [-1.05, -0.23, -1.22], [-1.63, 0.72, -0.33], [1.21, -0.11, 0.85], [0.52, -2.39, 0.13], [2.49, -0.10, -0.82], [0.71, 1.01, -1.73], [0.69, -0.52, -2.47], [-1.59, -0.65, -2.17], [-1.18, -1.41, -0.94], [-1.54, 1.70, -0.58], [-2.70, 0.38, -0.22], [1.06, -0.83, 1.60], [0.45, 0.58, 0.90], [-0.93, 1.92, 4.15], [-0.67, 2.51, 3.00], [-1.04, 2.80, 3.82]],
  "e_homo_ev": -9.09,
  "smiles": "NCC[C@@H](N)C=O.O",
  "relative_energy_ev": 4.043,
  "charge": 0,
  "e_lumo_ev": 0.5
}


{
  "formula": "CH2O2",
  "method": "the ωB97M-V functional and the def2-TZVPD basis",
  "symbols": ["C", "O", "O", "H", "H"],
  "positions_angstrom": [[0.42, 0.06, 0.00], [1.62, 0.46, -0.03], [2.76, -0.27, 0.02], [-0.26, 0.79, 0.15], [0.06, -0.92, -0.02]],
  "e_homo_ev": [-9.75, -9.75],
  "relative_energy_ev": 5.581,
  "charge": 0,
  "e_lumo_ev": [-0.6, -0.6]
}


{
  "formula": "C3H11NO3",
  "method": "the ωB97M-V functional and the def2-TZVPD basis",
  "symbols": ["C", "N", "C", "C", "O", "H", "H", "H", "H", "H", "H", "H", "H", "H", "O", "H", "H", "O"],
  "positions_angstrom": [[0.39, -1.18, -1.31], [0.35, -0.30, -0.12], [0.47, 1.10, -0.42], [-0.39, 2.02, 0.43], [-0.80, 1.66, 1.58], [0.75, -2.13, -0.90], [-0.61, -1.35, -1.73], [1.09, -0.72, -1.99], [-0.41, -0.48, 0.52], [0.08, 1.35, -1.43], [1.54, 1.42, -0.52], [-0.53, 3.08, 0.14], [-3.44, -0.35, -0.12], [-2.61, 0.59, 0.81], [-2.64, -0.29, 0.39], [3.01, -1.43, 1.72], [1.62, -1.22, 1.16], [2.12, -1.76, 1.79]],
  "spin_multiplicity": 2,
  "e_homo_ev": [0.33, -3.41],
  "relative_energy_ev": 0.939,
  "charge": -1,
  "e_lumo_ev": [3.9, 3.8]
}


{
  "formula": "C6H10Cl2N2",
  "method": "the ωB97M-V functional and the def2-TZVPD basis",
  "symbols": ["C", "C", "C", "C", "C", "C", "N", "N", "Cl", "Cl", "H", "H", "H", "H", "H", "H", "H", "H", "H", "H"],
  "positions_angstrom": [[0.47, -1.53, -0.03], [-0.84, -1.44, 0.03], [1.15, 0.51, -1.16], [1.38, -0.42, -0.24], [-2.89, -0.12, -0.02], [2.37, -0.01, 0.84], [-1.58, -0.29, -0.26], [-3.59, 0.89, 0.21], [-6.68, 0.73, 0.06], [-3.72, -1.67, -0.08], [0.78, -2.59, 0.23], [-1.49, -2.36, 0.21], [1.78, 1.41, -1.16], [0.46, 0.57, -2.03], [1.99, 0.91, 1.38], [3.18, 0.38, 0.22], [2.74, -0.76, 1.60], [-1.06, 0.55, -0.40], [-5.39, 1.07, 0.27], [-3.23, 1.85, 0.36]],
  "e_homo_ev": -9.06,
  "smiles": "[H]/N=C(/Cl)N/C=C\\C(=C)C.Cl",
  "relative_energy_ev": 0.861,
  "charge": 0,
  "e_lumo_ev": 0.4
}


{
  "formula": "C32H24ClN2O3PSn",
  "method": "the ωB97M-V functional and the def2-TZVPD basis",
  "symbols": ["Sn", "O", "C", "C", "C", "C", "C", "C", "C", "O", "N", "N", "C", "C", "C", "C", "C", "C", "C", "O", "H", "H", "H", "H", "H", "H", "H", "H", "H", "H", "Cl", "C", "C", "C", "C", "C", "C", "P", "C", "C", "C", "C", "C", "C", "C", "C", "C", "C", "C", "C", "H", "H", "H", "H", "H", "H", "H", "H", "H", "H", "H", "H", "H", "H"],
  "positions_angstrom": [[-0.08, -0.71, -0.17], [3.63, -3.38, 2.98], [2.88, -2.71, 3.88], [3.03, -3.07, 5.22], [2.33, -2.40, 6.20], [1.46, -1.35, 5.87], [1.28, -1.02, 4.54], [1.97, -1.69, 3.53], [1.69, -1.34, 2.12], [0.65, -0.61, 1.87], [2.52, -1.78, 1.20], [2.12, -1.34, -0.05], [3.02, -1.24, -0.96], [2.80, -0.55, -2.21], [3.71, -0.76, -3.26], [3.67, -0.01, -4.41], [2.74, 1.03, -4.51], [1.85, 1.27, -3.48], [1.81, 0.47, -2.33], [0.90, 0.73, -1.41], [3.46, -2.97, 2.10], [3.71, -3.87, 5.47], [2.45, -2.68, 7.24], [0.93, -0.82, 6.64], [0.60, -0.24, 4.25], [4.02, -1.60, -0.73], [4.46, -1.53, -3.14], [4.37, -0.20, -5.22], [2.72, 1.66, -5.39], [1.14, 2.09, -3.54], [-2.83, 0.54, 1.88], [-3.99, 1.34, 0.87], [-5.24, 1.59, 1.43], [-6.22, 2.22, 0.69], [-5.95, 2.61, -0.62], [-4.71, 2.36, -1.16], [-3.70, 1.72, -0.44], [-2.04, 1.43, -1.21], [-2.44, 0.18, -2.47], [-1.51, -0.04, -3.49], [-1.68, -1.09, -4.38], [-2.76, -1.95, -4.25], [-3.68, -1.75, -3.23], [-3.52, -0.69, -2.34], [-1.80, 2.97, -2.16], [-2.23, 3.16, -3.47], [-1.96, 4.35, -4.13], [-1.25, 5.36, -3.49], [-0.80, 5.17, -2.19], [-1.07, 3.98, -1.53], [-5.43, 1.28, 2.45], [-7.19, 2.41, 1.13], [-6.72, 3.10, -1.21], [-4.50, 2.67, -2.18], [-0.65, 0.61, -3.59], [-0.95, -1.25, -5.17], [-2.89, -2.78, -4.94], [-4.52, -2.42, -3.11], [-4.24, -0.54, -1.55], [-2.78, 2.38, -3.98], [-2.30, 4.49, -5.15], [-1.03, 6.28, -4.01], [-0.24, 5.95, -1.69], [-0.70, 3.82, -0.53]],
  "e_homo_ev": -7.82,
  "relative_energy_ev": 0.000,
  "charge": 0,
  "e_lumo_ev": 0.0
}


{
  "formula": "C4H9NO",
  "method": "the ωB97M-V functional and the def2-TZVPD basis",
  "symbols": ["C", "C", "C", "N", "C", "O", "H", "H", "H", "H", "H", "H", "H", "H", "H"],
  "positions_angstrom": [[-1.50, 0.64, 0.41], [-0.72, -0.20, -0.61], [0.33, -1.15, 0.05], [1.51, -0.43, 0.59], [1.75, 0.60, -0.31], [2.07, 0.43, -1.46], [-2.38, 1.10, -0.05], [-1.84, 0.01, 1.23], [-0.91, 1.46, 0.83], [-0.31, 0.47, -1.38], [-1.38, -0.87, -1.16], [0.70, -1.89, -0.66], [-0.15, -1.67, 0.88], [1.35, -0.09, 1.53], [1.46, 1.59, 0.09]],
  "e_homo_ev": -9.74,
  "smiles": "CCCNC=O",
  "relative_energy_ev": 1.337,
  "charge": 0,
  "e_lumo_ev": 0.9
}


{
  "formula": "C37H58ClNO3Si2",
  "method": "the ωB97M-V functional and the def2-TZVPD basis",
  "symbols": ["C", "C", "C", "O", "O", "C", "C", "C", "C", "C", "C", "Si", "O", "Si", "Cl", "C", "C", "C", "C", "C", "C", "C", "C", "C", "C", "C", "C", "N", "C", "C", "C", "C", "H", "H", "H", "H", "H", "H", "H", "H", "H", "H", "H", "H", "H", "H", "H", "H", "H", "H", "H", "H", "H", "H", "H", "H", "H", "H", "H", "H", "H", "H", "H", "H", "H", "H", "H", "H", "H", "H", "H", "H", "H", "H", "H", "H", "H", "H", "C", "C", "C", "C", "C", "C", "H", "H", "H", "H", "H", "H", "C", "C", "C", "C", "C", "C", "H", "H", "H", "H", "H", "H"],
  "positions_angstrom": [[1.65, -0.54, 3.76], [2.52, 0.46, 3.65], [3.98, 0.30, 3.98], [4.43, -0.75, 4.40], [4.75, 1.41, 3.76], [4.56, 2.35, 4.85], [5.53, 3.51, 4.71], [5.17, 4.52, 3.58], [3.71, 4.43, 3.11], [3.39, 5.62, 2.17], [2.61, 5.17, 0.89], [3.78, 5.03, -0.59], [3.91, 3.48, -1.24], [4.06, 2.27, -0.12], [2.10, 1.63, 0.31], [5.02, 0.78, -0.73], [5.60, -0.10, 0.43], [5.04, -1.55, 0.46], [3.51, -1.52, 0.64], [2.90, -2.89, 1.01], [1.53, -3.02, 0.31], [0.61, -1.81, 0.60], [-0.86, -2.18, 0.90], [-1.73, -0.94, 0.62], [-3.27, -1.23, 0.80], [-3.81, -0.11, 1.71], [-5.34, -0.28, 1.83], [-6.01, 0.85, 2.47], [-7.30, 1.24, 2.28], [-7.52, 2.30, 3.10], [-6.32, 2.59, 3.80], [-5.42, 1.65, 3.38], [1.90, -1.47, 4.25], [0.65, -0.41, 3.37], [2.17, 1.44, 3.32], [4.82, 1.82, 5.77], [3.52, 2.66, 4.97], [5.63, 4.03, 5.66], [6.53, 3.11, 4.50], [5.30, 5.53, 3.99], [5.90, 4.45, 2.77], [3.45, 3.46, 2.68], [3.10, 4.57, 4.01], [2.75, 6.33, 2.70], [4.29, 6.15, 1.86], [2.00, 4.28, 1.05], [1.92, 5.98, 0.64], [3.25, 5.89, -1.67], [5.11, 5.61, -0.27], [4.67, 2.72, 1.14], [4.46, 0.18, -1.45], [5.89, 1.15, -1.29], [6.68, -0.22, 0.30], [5.46, 0.36, 1.42], [5.49, -2.07, 1.31], [5.33, -2.09, -0.45], [3.29, -0.75, 1.40], [3.07, -1.19, -0.31], [2.67, -2.88, 2.08], [3.56, -3.73, 0.75], [1.02, -3.96, 0.54], [1.74, -3.00, -0.77], [0.98, -1.18, 1.42], [0.60, -1.15, -0.28], [-0.95, -2.35, 1.98], [-1.23, -3.02, 0.31], [-1.59, -0.56, -0.40], [-1.48, -0.13, 1.30], [-3.79, -1.17, -0.16], [-3.42, -2.23, 1.23], [-3.62, 0.88, 1.30], [-3.37, -0.23, 2.71], [-5.49, -1.14, 2.51], [-5.80, -0.56, 0.88], [-7.96, 0.73, 1.60], [-8.45, 2.84, 3.21], [-6.15, 3.37, 4.52], [-4.41, 1.58, 3.73], [-3.96, -1.88, -3.37], [-4.10, -1.26, -4.60], [-2.98, -0.94, -5.35], [-1.71, -1.26, -4.87], [-1.57, -1.88, -3.63], [-2.70, -2.19, -2.88], [-4.84, -2.12, -2.78], [-5.09, -1.02, -4.98], [-3.08, -0.46, -6.31], [-0.83, -1.01, -5.45], [-0.59, -2.12, -3.26], [-2.59, -2.67, -1.92], [-3.91, -3.96, -7.05], [-4.97, -4.44, -6.29], [-5.91, -5.28, -6.88], [-5.79, -5.63, -8.21], [-4.73, -5.15, -8.96], [-3.79, -4.31, -8.38], [-3.18, -3.30, -6.59], [-5.06, -4.16, -5.25], [-6.74, -5.65, -6.29], [-6.52, -6.29, -8.67], [-4.63, -5.43, -10.01], [-2.96, -3.93, -8.97]],
  "e_homo_ev": -8.20,
  "relative_energy_ev": 0.173,
  "charge": 0,
  "e_lumo_ev": 0.2
}


{
  "formula": "C5H8O2",
  "method": "the ωB97M-V functional and the def2-TZVPD basis",
  "symbols": ["C", "C", "O", "C", "C", "O", "C", "H", "H", "H", "H", "H", "H", "H", "H"],
  "positions_angstrom": [[0.91, -1.70, 0.42], [0.59, -0.30, 0.03], [-2.34, -0.18, 0.94], [0.87, 0.93, 0.49], [0.20, 1.60, -0.70], [0.81, 1.11, -1.90], [-0.12, 0.27, -1.21], [1.56, -2.17, -0.33], [1.40, -1.74, 1.39], [-0.01, -2.30, 0.47], [-2.65, 0.53, 0.38], [-1.48, 0.13, 1.25], [1.51, 1.30, 1.29], [-0.38, 2.52, -0.76], [-0.99, -0.09, -1.74]],
  "e_homo_ev": -9.33,
  "smiles": "CC1=C[C@H]2O[C@@H]12.O",
  "relative_energy_ev": 3.579,
  "charge": 0,
  "e_lumo_ev": 0.9
}


{
  "formula": "C5H10N2",
  "method": "the ωB97M-V functional and the def2-TZVPD basis",
  "symbols": ["C", "C", "C", "C", "C", "H", "H", "H", "H", "H", "H", "H", "H", "H", "H", "N", "N"],
  "positions_angstrom": [[0.83, -1.22, -2.11], [0.47, -0.08, -1.07], [-0.61, -0.45, -0.14], [-0.34, -0.79, 1.30], [-0.63, 1.67, 1.47], [-0.13, -1.58, -2.54], [1.45, -1.98, -1.68], [1.41, -0.74, -2.95], [1.36, 0.22, -0.52], [0.09, 0.64, -1.82], [-1.52, -0.92, -0.56], [0.70, -0.85, 1.62], [-0.99, -1.59, 1.78], [-1.02, 2.48, 0.84], [-0.08, 2.88, 2.76], [-0.98, 0.44, 0.98], [-0.03, 1.87, 2.63]],
  "e_homo_ev": -8.91,
  "smiles": "[H]/N=C/N1C[C@@H]1CC",
  "relative_energy_ev": 1.871,
  "charge": 0,
  "e_lumo_ev": 1.0
}


{
  "formula": "C3H3NO",
  "method": "the ωB97M-V functional and the def2-TZVPD basis",
  "symbols": ["N", "C", "C", "C", "O", "H", "H", "H"],
  "positions_angstrom": [[-2.17, -0.41, -0.93], [-1.21, -0.79, -0.42], [0.19, -0.62, -0.08], [0.53, 0.75, 0.34], [0.52, -0.35, 1.25], [0.87, -1.20, -0.70], [1.52, 1.13, 0.08], [-0.26, 1.50, 0.45]],
  "e_homo_ev": -11.29,
  "smiles": "N#C[C@H]1CO1",
  "relative_energy_ev": 1.607,
  "charge": 0,
  "e_lumo_ev": 0.8
}


{
  "formula": "C3H8O3",
  "method": "the ωB97M-V functional and the def2-TZVPD basis",
  "symbols": ["C", "C", "C", "O", "O", "O", "H", "H", "H", "H", "H", "H", "H", "H"],
  "positions_angstrom": [[0.71, -0.96, 0.14], [0.42, 1.12, -1.17], [0.44, 0.46, 0.01], [0.09, 0.99, 1.20], [-3.15, -0.30, -0.85], [-3.30, -0.88, 0.44], [-0.16, -1.34, 0.48], [0.87, -1.29, -0.93], [1.59, -1.26, 0.66], [-0.09, 2.12, -1.07], [-2.63, -1.57, 0.41], [0.92, 0.87, -2.00], [-0.17, 0.28, 1.84], [-3.96, 0.32, -0.86]],
  "e_homo_ev": -8.61,
  "smiles": "C=C(C)O.OO",
  "relative_energy_ev": 5.204,
  "charge": 0,
  "e_lumo_ev": 0.7
}


no.,total energy (Eh)
1,-4825.67862
2,-328.22137
3,-419.49989
4,-189.58361
5,-401.32157
6,-1264.45880
7,-2584.95384
8,-287.78330
9,-2764.38158
10,-345.67342
11,-305.95510
12,-246.03248
13,-344.65710